Entry 1:
A molecular structure, C46H41AsN5O9S2Zr, computed with ωB97M-V with the def2-TZVPD basis set.

```
! wB97M-V def2-TZVPD RIJCOSX def2/J DEFGRID3
* xyz 1 1
Zr -0.2937 0.0169 -0.0525
As 0.6188 2.4907 1.1688
S 0.9671 -1.3969 -2.6988
S -3.7260 -8.8873 0.0479
O -2.5443 -8.4091 0.7408
O 3.8440 -0.6499 0.7344
O -1.7068 -0.2903 1.4554
O 1.7221 0.0464 -0.0241
O -3.4671 -9.5534 -1.2148
O -4.7423 -9.4765 0.8859
O -1.7518 1.4904 -0.6455
O 0.0893 -0.2147 -2.1929
O -2.5423 -1.5173 3.1501
N -1.2992 -2.0109 -0.6818
N -5.7490 -7.3621 -1.0225
N -3.7050 2.4279 0.0136
N -3.7195 -6.2657 -0.5348
N 0.5269 -1.3949 1.5174
C -3.0986 2.3803 -2.3600
C -1.6533 -1.2067 2.4096
C -5.4797 -5.0476 -1.5430
C -1.4275 5.1281 3.6666
C 3.6890 3.4298 -1.3611
C -0.6599 4.0817 3.1780
C 0.1601 -2.7654 3.4012
C 1.7438 3.6415 -2.7738
C 3.1213 3.6957 -2.6011
C -0.3264 4.0376 1.8280
C 0.9825 -1.1139 -4.4536
C 2.6486 2.1072 3.3087
C -2.8462 2.0807 -0.9135
C 4.7552 0.1453 -2.3692
C 3.3489 2.7913 1.0869
C 3.9771 2.0867 3.7119
C -3.4794 2.1729 1.4390
C -0.7674 5.0340 0.9653
C -1.8766 6.1215 2.8056
C 3.0691 -1.7478 -0.9327
C -3.2300 -4.0128 -0.9551
C 1.4915 3.0765 -0.4566
C 2.5232 -1.0062 0.3345
C 1.4886 -3.1753 3.3223
C 4.4465 -1.3072 -0.4103
C 4.9819 2.4143 2.8094
C 2.8792 3.1137 -0.2791
C -1.9833 -4.2758 -0.3793
C -1.5447 6.0762 1.4583
C 2.6399 -1.0810 -2.2109
C -4.9465 3.1504 -0.2981
C -0.2789 -1.8425 2.4776
C -4.2038 -5.1333 -1.0268
C -6.2206 -6.2266 -1.5041
C 4.6741 2.7616 1.5022
C -1.0701 -3.2613 -0.2466
C 2.3462 2.4725 2.0080
C 5.2515 -0.3427 -1.2314
C -4.4917 -7.3459 -0.5528
C 1.8049 -1.7594 1.4382
C -2.4693 -1.7781 -1.2969
C 6.5849 0.0270 -0.6724
C 0.9250 3.3227 -1.6966
C -3.4634 -2.7211 -1.4277
C 3.4205 -0.2041 -2.8453
C 2.3346 -2.6537 2.3469
H -5.5545 2.6005 -1.0123
H 3.0707 0.2971 -3.7380
H 4.7642 3.4768 -1.2431
H -2.5745 1.5976 1.5810
H -4.7348 4.1485 -0.6782
H -4.3182 1.5974 1.8283
H 3.3798 -2.9257 2.3019
H -2.9197 1.4739 -2.9372
H -0.0220 -1.3476 -4.8003
H 7.2266 -0.8544 -0.5987
H -3.4133 3.1284 1.9594
H -0.1105 -3.4467 0.2201
H -4.3951 -2.4522 -1.9046
H 7.0874 0.7727 -1.2856
H 4.2293 1.8183 4.7290
H -4.0882 2.7620 -2.5782
H -0.3249 3.3036 3.8547
H -2.4760 6.9369 3.1879
H 1.7027 -1.7906 -4.9084
H -1.7799 -5.2800 -0.0264
H -2.3584 3.1147 -2.6831
H 2.9065 -2.8255 -0.9434
H -1.8761 6.8614 0.7910
H 5.0790 -2.1340 -0.0778
H -7.2382 -6.2463 -1.8800
H -1.6766 5.1678 4.7186
H 3.7580 3.9572 -3.4365
H -2.6129 -0.7738 -1.6819
H -0.1489 3.2718 -1.8328
H 1.8727 -3.8899 4.0381
H 6.4648 0.4189 0.3407
H 5.4707 3.0107 0.8123
H -0.5189 -3.1317 4.1584
H 1.3080 3.8587 -3.7402
H 6.0151 2.3987 3.1302
H 1.2175 -0.0722 -4.6566
H -5.5111 3.2453 0.6242
H 5.3329 0.8449 -2.9598
H -5.9024 -4.1394 -1.9499
H -0.4897 5.0177 -0.0807
H 1.8667 1.8445 4.0111
*
```

Values from the calculation:
HOMO = -8.5486 eV
Energy relative to the best compared isomer or geometry (same formula, charge and spin) = 2.876 eV
Largest force on an atom = 0.43 eV/Å


Entry 2:
A single C5H8N2 molecule in a non-equilibrium geometry, computed with ωB97M-V with the def2-TZVPD basis set.

```
! wB97M-V def2-TZVPD RIJCOSX def2/J DEFGRID3
* xyz 0 1
N -1.8967 -1.2647 1.3444
N 0.6606 0.4698 1.1227
C 1.8014 1.1411 1.6701
C -1.3120 -0.8711 0.3509
C -0.6016 -0.4207 -0.6617
C 0.5329 0.3472 -0.1352
C -0.9092 -0.7124 -2.1084
H 0.0081 -0.8263 -2.6912
H 1.2713 0.7024 -0.8663
H -1.4993 -1.6279 -2.2263
H 2.4547 1.5864 0.9052
H -1.4912 0.1026 -2.5611
H 2.3811 0.4268 2.2678
H -2.8575 -0.9774 1.2343
H 1.4573 1.9240 2.3548
*
```

Values from the calculation:
HOMO = -8.1630 eV
Energy relative to the best compared isomer or geometry (same formula, charge and spin) = 2.408 eV
Largest force on an atom = 1.41 eV/Å


Entry 3:
A molecular structure, C35H46Cl2FeGe2N3O2S3, computed with ωB97M-V with the def2-TZVPD basis set.

```
! wB97M-V def2-TZVPD RIJCOSX def2/J DEFGRID3
* xyz 2 6
Ge -0.1015 -0.5731 -2.3836
Ge -0.7949 1.3770 -0.6109
Fe 0.1510 -1.0058 0.5606
Cl -5.2533 -0.5625 1.4623
Cl -0.5988 -2.7658 3.3015
S -2.2820 -1.3569 0.8985
S 4.7843 -0.4351 0.5888
S 1.0726 -5.5722 0.6990
O 0.9598 -0.2974 2.2698
O -0.9315 0.4068 3.2652
N 0.6820 -3.0974 0.3166
N 0.1773 1.2645 5.4093
N 2.3778 -0.9487 -0.0142
C 1.2522 -2.3377 -4.1878
C 0.2783 0.2121 3.2137
C 0.4315 1.4992 -4.6187
C -2.9731 3.1512 -0.1074
C -2.6402 1.6610 -0.0078
C -4.3111 -1.3322 2.6709
C 2.8761 -2.0651 0.6240
C -4.1879 -2.2059 4.8937
C 0.3832 2.4052 0.6251
C -0.0607 1.1789 -3.2601
C -2.8525 -2.5560 4.6983
C 0.5627 1.0583 -6.9891
C -2.5251 -1.1788 -3.9646
C 2.1759 1.7020 4.1127
C 0.5790 2.7114 5.5618
C 2.3958 -4.5200 0.9238
C 4.1595 -1.9528 1.0501
C -1.7817 -1.5704 -2.6858
C -1.3166 -4.5217 -0.2071
C 1.3775 2.1691 -7.1588
C -2.2492 -2.2801 3.4948
C 2.0707 2.6798 5.2834
C 0.1015 0.7213 -5.7265
C 0.0738 -4.2646 0.2643
C -4.9147 -1.5915 3.8878
C 0.8031 3.7448 0.0179
C 1.4422 -1.7132 -2.8021
C 1.7239 2.9450 -6.0616
C 3.2890 -0.0158 -0.1273
C 3.1123 1.2429 -0.9076
C 1.1258 0.6236 4.4228
C -2.9464 -1.6682 2.4281
C -0.5167 2.0986 -2.3977
C 2.0159 -3.2441 0.6706
C 1.2536 2.6121 -4.8011
H 3.4125 2.1226 -0.3386
H -2.4317 -1.4181 -1.8231
H 2.3619 3.8095 -6.1885
H 2.4554 3.6695 5.0482
H -1.7037 -5.4481 0.2135
H 0.2844 0.4554 -7.8433
H 1.7426 2.4277 -8.1436
H -0.6399 3.1417 -2.6835
H 3.3753 -4.8839 1.1853
H -3.3256 1.0677 -0.6154
H -2.7341 1.3155 1.0246
H 1.9196 2.2002 3.1757
H 1.4156 4.3192 0.7171
H 2.0320 -3.0765 -4.3770
H 2.0726 1.3470 -1.2089
H 1.5434 -2.4897 -2.0450
H -3.5210 -1.6228 -3.9812
H 0.0357 3.2680 4.7995
H -2.2930 -3.0546 5.4766
H 0.2864 3.0663 6.5461
H 4.7606 -2.6765 1.5754
H 2.3453 -1.1033 -2.7673
H -0.5427 -0.1414 -5.6074
H -1.5299 -2.6346 -2.7004
H 2.6124 2.3080 6.1555
H 0.2922 -2.8507 -4.2796
H -4.6619 -2.4218 5.8417
H -1.3208 -4.6177 -1.2944
H 1.2549 1.8236 0.9228
H -1.9858 -3.7099 0.0607
H 1.5594 -0.2619 4.8842
H 3.7244 1.2039 -1.8105
H 1.3827 3.6143 -0.8966
H -2.8898 3.5175 -1.1320
H 3.1653 1.2666 4.0013
H -0.7570 1.1471 4.9754
H 1.5284 3.2148 -3.9432
H 0.1939 0.7843 6.3055
H -3.9948 3.3427 0.2227
H 1.3087 -1.5915 -4.9799
H -5.9489 -1.3167 4.0358
H -2.0021 -1.5283 -4.8553
H -0.2192 2.5622 1.5230
H -2.3130 3.7564 0.5175
H -2.6419 -0.0971 -4.0498
H -0.0589 4.3616 -0.2390
*
```

Values from the calculation:
HOMO (spin up / spin down) = -12.4835 / -12.5322 eV
Energy relative to the best compared isomer or geometry (same formula, charge and spin) = 1.113 eV
Largest force on an atom = 0.48 eV/Å